1.
The following is a DFT calculation (ωB97M-V with the def2-TZVPD basis set) of a 5-piece molecular cluster, C23H55BF3NO22P3S4 overall.

Atoms and positions in Å:
S  1.44  -3.39  -6.63
S  4.11  4.47  3.96
S  1.56  -6.66  1.17
S  6.30  -3.47  -0.18
P  -0.50  4.26  -1.26
P  -7.59  2.94  -1.48
P  -2.69  4.47  -1.07
F  -1.09  -1.15  0.08
F  -1.39  -0.68  -2.36
F  0.52  0.11  -1.17
O  0.11  5.90  -1.50
O  0.00  3.30  -2.62
O  0.43  -6.08  0.48
O  0.12  3.57  0.04
O  -4.72  2.85  -1.57
O  -8.19  1.52  -0.66
O  -5.98  4.92  -0.73
O  2.43  -4.16  -5.91
O  4.82  -4.15  -0.13
O  -5.51  2.98  0.59
O  4.34  3.35  4.85
O  0.06  -3.81  -6.73
O  -1.59  1.10  -0.63
O  -2.14  3.47  2.06
O  1.02  -7.60  2.38
O  7.27  -4.49  -0.50
O  1.49  -1.85  -6.10
O  2.61  -7.38  0.47
O  2.79  5.02  3.74
O  6.22  -2.22  -0.92
O  -7.01  0.68  2.02
O  4.80  4.15  2.52
N  -8.77  4.27  -1.15
C  3.09  3.07  1.18
C  -0.96  -0.16  -1.04
C  0.81  -1.52  -4.89
C  4.44  2.95  1.85
C  -6.50  -0.88  2.11
C  2.32  -5.41  2.18
C  -1.78  6.79  2.80
C  6.43  -3.09  1.55
C  -4.46  0.80  0.79
C  0.08  -8.62  2.09
C  0.76  -9.83  1.46
C  5.20  5.80  4.43
C  2.06  -3.08  -8.27
C  -4.13  2.41  0.72
C  -3.47  2.75  -0.75
C  -1.91  4.09  3.39
C  -0.96  5.45  3.32
C  -3.59  3.17  2.06
C  -5.47  0.52  2.23
C  -2.64  1.54  -1.55
C  4.66  -5.60  -2.07
C  4.13  -4.37  -1.35
C  1.61  -1.97  -3.68
B  -5.84  3.44  -0.79
H  2.88  2.19  0.56
H  -5.94  5.25  0.22
H  -9.11  1.26  -0.96
H  -6.57  -1.47  1.11
H  4.04  -5.84  -2.94
H  3.04  3.96  0.56
H  0.04  5.27  2.72
H  -4.97  0.77  3.35
H  -1.63  7.73  3.50
H  -0.38  -8.93  3.03
H  0.91  2.90  -2.39
H  -1.34  3.28  4.05
H  -0.43  6.23  -2.29
H  4.84  6.21  5.38
H  6.21  5.40  4.56
H  2.29  3.15  1.93
H  -6.31  -1.27  3.19
H  5.69  -5.43  -2.42
H  -2.98  5.35  0.08
H  -3.52  0.13  0.93
H  2.17  -4.04  -8.77
H  -2.93  6.50  2.88
H  5.20  2.77  1.08
H  -3.80  2.59  3.07
H  6.30  -4.01  2.12
H  5.67  -2.36  1.81
H  4.47  2.10  2.54
H  -5.16  0.45  -0.09
H  1.34  -2.46  -8.80
H  4.69  -6.46  -1.40
H  1.65  -3.06  -3.62
H  7.43  -2.68  1.73
H  -2.92  4.37  3.96
H  1.14  -9.59  0.46
H  1.54  -4.90  2.75
H  -0.67  5.69  4.46
H  3.04  -5.88  2.84
H  1.61  -10.15  2.06
H  -8.54  5.07  -1.78
H  3.07  -4.54  -1.10
H  -0.72  -8.24  1.45
H  0.05  -10.66  1.36
H  2.64  -1.61  -3.74
H  -4.20  4.19  2.15
H  -3.45  0.73  -1.81
H  -8.64  4.63  -0.17
H  5.17  6.57  3.66
H  -0.20  -1.95  -4.88
H  4.17  -3.49  -1.99
H  1.15  -1.60  -2.76
H  3.03  -2.58  -8.19
H  -1.50  7.08  1.67
H  2.82  -4.70  1.51
H  0.71  -0.43  -4.87
H  -2.26  2.00  -2.56

Computed properties:
* HOMO level: -3.6 eV
* spin multiplicity: 1
* total charge: -1



2.
The following is a DFT calculation (ωB97M-V with the def2-TZVPD basis set) of a 6-piece molecular cluster, C23H55BrN2O7PS overall.

Atoms and positions in Å:
Br  3.52  2.98  -0.83
S  5.17  6.13  -1.76
P  3.87  5.15  -0.34
O  -2.74  3.34  1.13
O  0.05  -4.29  0.95
O  2.33  5.94  -0.55
O  1.66  -3.33  4.88
O  6.42  6.83  -0.81
O  -4.03  -1.13  -4.83
O  0.64  0.47  -1.73
N  5.00  5.90  -5.09
N  7.66  4.89  0.50
C  -2.20  4.64  0.90
C  -1.32  -4.31  1.35
C  -1.52  -4.17  2.85
C  -5.35  -1.26  -5.34
C  -2.99  -1.70  -5.61
C  2.74  -2.70  4.20
C  0.45  0.48  -0.32
C  1.77  -1.94  6.92
C  6.97  5.70  -0.09
C  -1.68  0.98  -2.34
C  -0.47  0.08  -2.52
C  -4.42  4.02  2.80
C  -3.27  3.09  2.42
C  4.09  -3.34  4.48
C  5.46  4.88  -4.38
C  6.04  4.93  -2.89
C  -2.88  -1.10  -7.00
C  0.07  -0.88  0.25
C  0.88  -5.31  1.49
C  -1.05  4.99  1.83
C  -5.80  -2.70  -5.53
C  0.43  -6.72  1.12
C  1.73  -3.33  6.30
H  -5.73  -3.24  -4.58
H  -3.78  -1.27  -7.59
H  1.78  -2.01  8.01
H  -2.72  -0.02  -6.94
H  2.66  -1.39  6.61
H  -0.73  -0.97  -2.32
H  -4.81  3.75  3.78
H  0.97  -5.20  2.57
H  -0.88  -1.24  -0.15
H  5.88  3.88  -2.43
H  4.07  -4.40  4.22
H  -2.58  -4.16  3.09
H  -6.83  -2.73  -5.89
H  -1.84  4.65  -0.13
H  0.82  -3.84  6.65
H  -1.06  -3.25  3.21
H  4.36  -3.28  5.54
H  -2.06  0.96  -1.32
H  -4.11  5.06  2.83
H  -0.56  -6.94  1.51
H  -0.29  1.24  -0.04
H  -0.03  -0.82  1.34
H  -1.36  5.00  2.88
H  -2.04  -1.54  -7.54
H  2.52  -2.79  3.13
H  2.76  -1.63  4.43
H  -5.45  -0.69  -6.28
H  -1.43  2.01  -2.57
H  5.46  3.85  -4.90
H  -1.81  -5.22  0.97
H  -6.01  -0.77  -4.62
H  1.13  -7.46  1.52
H  -0.25  4.25  1.74
H  -0.65  5.97  1.59
H  5.09  6.74  -4.49
H  1.40  0.79  0.13
H  -1.06  -5.00  3.40
H  -2.47  3.13  3.17
H  -1.80  -3.47  0.85
H  -5.17  -3.23  -6.25
H  1.88  -5.14  1.08
H  2.57  -3.94  6.64
H  0.83  -1.63  0.01
H  -2.06  -1.51  -5.07
H  4.87  -2.85  3.90
H  -2.50  0.66  -3.00
H  2.46  6.80  -1.03
H  -3.64  2.06  2.42
H  7.17  5.11  -2.89
H  -0.15  0.13  -3.56
H  -2.99  5.39  0.96
H  0.90  -1.36  6.61
H  -5.23  3.94  2.06
H  0.38  -6.83  0.03
H  -3.10  -2.79  -5.66

Computed properties:
* HOMO level: -10.8 eV
* spin multiplicity: 1
* total charge: +1



3.
The following is a DFT calculation (ωB97M-V with the def2-TZVPD basis set) of C23H55F12N2O21PS4V2 as an isolated structure.

Atoms and positions in Å:
V  -2.15  -1.69  2.91
V  -2.28  1.19  0.12
S  0.69  1.61  -1.40
S  0.68  -0.43  0.25
S  -2.42  4.41  -0.60
S  -4.60  3.20  -1.31
P  -3.89  -0.18  2.07
F  3.09  2.56  -0.82
F  -6.45  2.20  0.46
F  1.52  4.05  -0.27
F  -2.67  6.10  -2.82
F  -6.50  4.39  0.22
F  -0.64  5.33  -2.48
F  1.90  2.31  0.99
F  -4.93  3.38  1.37
F  0.43  -1.49  -2.23
F  1.05  -2.95  -0.71
F  -0.98  -2.12  -0.76
F  -2.28  4.08  -3.38
O  1.54  0.78  -2.24
O  -0.51  -1.05  4.13
O  -4.03  0.80  0.90
O  3.91  -3.33  -4.33
O  -1.72  2.20  2.00
O  -2.79  0.90  -4.23
O  -3.39  5.40  -0.07
O  -1.12  -3.54  2.52
O  1.55  0.75  3.71
O  -4.86  4.39  -2.06
O  -1.12  4.38  0.02
O  5.50  -5.25  0.08
O  0.31  -0.93  1.58
O  2.13  -0.19  0.19
O  -2.50  -0.34  1.42
O  4.17  3.28  -5.27
O  -0.17  2.56  -2.11
O  -2.90  0.12  3.23
O  -4.98  1.99  -2.07
O  -3.91  -1.73  2.01
O  -2.75  0.09  -1.74
N  -0.32  0.77  -0.23
N  -2.94  2.93  -0.65
C  1.91  2.75  -0.28
C  -3.55  -1.93  -2.84
C  -0.96  -5.96  2.98
C  -1.00  3.17  2.73
C  4.22  -4.61  0.06
C  0.30  -1.84  -0.96
C  -5.69  3.29  0.30
C  -3.61  -1.02  -1.61
C  3.95  -1.53  -2.79
C  2.18  4.17  -4.13
C  4.28  -3.12  0.42
C  -0.40  -4.68  2.23
C  2.91  -1.23  3.45
C  3.17  -2.72  -3.30
C  -1.94  4.27  3.17
C  0.05  -2.19  6.22
C  -1.98  5.02  -2.46
C  3.57  3.46  -4.00
C  2.67  0.11  4.21
C  -0.54  0.57  -4.85
C  1.09  -4.46  2.63
C  -1.90  1.20  -5.23
C  -0.47  -0.91  5.55
H  -3.81  -1.41  -3.76
H  -0.57  2.72  3.62
H  -3.39  -1.58  -0.70
H  -0.73  -0.48  -4.63
H  -2.18  4.84  2.27
H  3.79  -1.79  3.78
H  -0.39  -6.87  2.79
H  -2.92  4.02  3.57
H  4.88  -2.49  -0.24
H  -1.99  -6.20  2.73
H  -4.63  -0.67  -1.46
H  2.49  -0.02  5.27
H  4.64  4.07  -5.52
H  -1.93  2.27  -5.44
H  4.93  -1.84  -2.44
H  3.82  -4.65  -0.95
H  2.06  -1.90  3.59
H  -0.91  -5.82  4.06
H  2.96  -3.43  -2.50
H  1.31  1.47  4.31
H  0.13  -0.04  5.81
H  4.33  4.02  -3.46
H  -0.59  -3.06  6.08
H  3.41  -1.14  -1.93
H  0.27  0.74  -5.56
H  3.38  2.48  -3.55
H  1.95  4.57  -3.14
H  -3.69  1.18  -4.42
H  0.28  -0.60  3.83
H  -2.32  0.79  -6.15
H  5.94  -5.12  0.93
H  -1.45  -0.65  5.97
H  1.60  -5.34  2.25
H  2.20  -2.45  -3.73
H  -2.55  -2.36  -2.93
H  3.52  0.77  4.07
H  -0.17  3.63  2.20
H  1.44  3.41  -4.37
H  0.26  -2.10  7.29
H  -0.28  0.93  -3.86
H  -4.28  -2.71  -2.62
H  4.59  -3.87  -3.93
H  0.96  -2.50  5.72
H  2.29  4.99  -4.85
H  3.05  -1.19  2.37
H  4.62  -3.05  1.45
H  -1.49  5.01  3.83
H  4.11  -0.79  -3.57
H  -0.38  -4.91  1.17
H  3.52  -5.14  0.71
H  -2.78  0.35  -2.66
H  -2.27  1.71  2.62
H  3.28  -2.67  0.39
H  1.49  -3.60  2.09
H  1.29  -4.30  3.69

Computed properties:
* HOMO level (spin up / spin down): -9.2 / -9.5 eV
* spin multiplicity: 5
* total charge: 0



4.
The following is a DFT calculation (ωB97M-V with the def2-TZVPD basis set) of C23H55FeN3OP4S as an isolated structure.

Atoms and positions in Å:
Fe  -0.95  -0.26  -0.22
S  1.73  0.19  -5.51
P  -2.21  1.63  -0.03
P  0.74  0.84  -1.29
P  0.99  0.46  3.44
P  -2.56  -1.56  0.80
O  -0.15  0.35  2.48
N  0.86  -0.63  4.69
N  1.17  2.02  4.09
N  2.50  0.28  2.74
C  -2.94  -1.24  2.56
C  -1.48  3.32  0.07
C  0.14  -2.07  -0.63
C  0.83  -0.67  -7.94
C  2.18  -0.03  -2.05
C  -2.28  -3.37  0.89
C  -0.85  -1.80  -1.63
C  -3.37  1.80  -1.44
C  1.31  -2.86  -8.85
C  -4.19  -1.56  -0.07
C  1.67  2.03  -0.25
C  1.55  -0.99  -6.78
C  1.89  -1.59  5.05
C  2.75  -0.74  1.73
C  3.70  0.63  3.51
C  2.14  -2.27  -6.65
C  0.13  2.48  5.01
C  0.72  -1.60  -8.97
C  -0.45  -0.87  5.30
C  1.65  3.07  3.19
C  0.10  1.79  -2.74
C  -3.33  1.82  1.41
C  2.02  -3.19  -7.69
H  2.02  1.52  0.67
H  3.48  1.39  4.27
H  -0.05  -2.78  0.18
H  2.64  -1.15  5.73
H  4.14  -0.26  4.00
H  -3.97  2.71  -1.30
H  -4.02  -1.75  -1.14
H  -3.82  2.80  1.36
H  2.49  -4.17  -7.59
H  2.69  -2.50  -5.74
H  1.81  3.98  3.78
H  -3.99  -1.46  2.77
H  1.42  -2.43  5.58
H  0.93  3.32  2.39
H  -2.29  -1.88  3.17
H  1.21  -3.59  -9.66
H  0.39  3.50  5.35
H  2.52  2.42  -0.82
H  -0.58  2.59  -2.43
H  -2.29  4.04  0.21
H  -4.03  0.92  -1.49
H  -0.92  3.59  -0.84
H  -4.10  1.03  1.43
H  3.06  -1.69  2.18
H  -0.59  -1.28  -2.57
H  3.56  -0.39  1.07
H  4.45  1.04  2.81
H  -1.24  -0.33  4.76
H  -0.46  -0.54  6.35
H  2.59  2.79  2.73
H  1.85  -0.82  -2.73
H  -1.78  -2.37  -1.67
H  -1.55  -3.57  1.69
H  0.48  0.75  -5.58
H  -3.22  -3.88  1.12
H  -4.71  -0.61  0.05
H  -1.88  -3.76  -0.05
H  2.41  -1.99  4.17
H  0.08  1.84  5.90
H  -2.74  1.77  2.33
H  2.80  -0.47  -1.27
H  -4.80  -2.38  0.34
H  -0.81  3.37  0.94
H  0.16  -1.34  -9.88
H  -0.87  2.53  4.55
H  0.38  0.32  -8.02
H  1.02  2.87  0.03
H  -2.72  -0.20  2.81
H  1.86  -0.90  1.11
H  2.78  0.69  -2.62
H  -2.81  1.87  -2.38
H  1.20  -1.90  -0.83
H  0.95  2.23  -3.29
H  -0.69  -1.95  5.28
H  -0.44  1.11  -3.42

Computed properties:
* energy relative to the best compared isomer or geometry (same formula, charge and spin): 0.0000 eV
* HOMO level (spin up / spin down): -15.1 / -15.1 eV
* spin multiplicity: 6
* total charge: +3



5.
The following is a DFT calculation (ωB97M-V with the def2-TZVPD basis set) of C23H55N3O2OsP4 as an isolated structure.

Atoms and positions in Å:
Os  0.81  0.29  -0.74
P  -1.14  0.74  2.19
P  2.38  -1.03  0.49
P  1.72  2.35  -0.41
P  -0.56  -2.16  -0.60
O  -0.47  0.36  0.91
O  -0.99  -0.86  -2.91
N  -0.82  -0.39  3.37
N  -0.66  2.31  2.45
N  -2.76  0.66  1.91
C  -2.20  -1.03  -4.83
C  -3.28  0.81  0.54
C  -3.70  1.13  2.93
C  -0.68  2.81  3.84
C  -0.14  1.79  -2.10
C  2.17  2.73  1.32
C  -1.14  -2.69  1.08
C  -1.03  3.42  1.54
C  1.19  1.52  -2.53
C  0.03  -2.19  -4.62
C  1.84  -2.44  1.56
C  1.38  4.15  -0.85
C  -1.83  -1.23  4.05
C  3.32  1.93  -1.19
C  -0.21  -2.75  -5.84
C  3.53  -1.82  -0.73
C  -1.00  -1.32  -4.08
C  -2.23  -1.44  -6.14
C  0.46  -3.52  -1.38
C  -2.18  -2.57  -1.40
C  -1.26  -2.30  -6.64
C  0.36  -0.26  4.25
C  3.52  -0.26  1.70
H  -4.37  0.72  0.62
H  2.68  -2.76  2.19
H  -0.92  -1.91  1.83
H  -3.45  0.78  3.94
H  0.98  -0.77  -2.28
H  2.27  3.82  1.42
H  3.77  2.83  -1.59
H  4.01  1.51  -0.45
H  -2.97  -1.03  -6.82
H  -2.89  0.03  -0.13
H  -2.08  3.71  1.70
H  1.73  2.30  -3.13
H  -3.75  2.23  2.96
H  1.17  0.36  3.83
H  0.32  4.49  -0.81
H  1.13  -3.09  -2.13
H  1.51  -3.28  0.95
H  -2.73  -3.31  -0.80
H  -0.85  3.23  0.48
H  -2.98  -0.41  -4.36
H  -0.76  3.90  3.80
H  -2.79  -1.66  -1.51
H  -3.03  1.80  0.10
H  3.64  -1.20  -1.62
H  -0.66  -3.63  1.38
H  1.64  0.53  -2.64
H  -1.37  -2.20  4.29
H  1.06  -4.09  -0.66
H  -2.70  -1.38  3.39
H  3.21  1.20  -2.00
H  4.51  -1.93  -0.26
H  -2.23  -2.83  1.09
H  -1.05  1.30  -2.50
H  -0.38  4.25  1.87
H  -0.23  -4.20  -1.90
H  1.79  4.48  -1.82
H  0.25  2.55  4.39
H  1.03  -2.10  2.22
H  3.00  0.45  2.36
H  0.94  -2.42  -4.06
H  1.41  2.42  2.04
H  3.17  -2.80  -1.04
H  -1.98  -3.01  -2.39
H  -4.69  0.74  2.67
H  -1.59  2.42  4.35
H  1.90  4.82  -0.14
H  0.51  -3.49  -6.19
H  0.04  0.17  5.21
H  -0.36  2.90  -1.99
H  4.37  0.24  1.21
H  -2.12  -0.75  5.02
H  0.78  -1.25  4.44
H  3.93  -1.05  2.35
H  -1.35  -2.65  -7.65
H  3.11  2.28  1.59

Computed properties:
* energy relative to the best compared isomer or geometry (same formula, charge and spin): 9.3362 eV
* HOMO level (spin up / spin down): -18.8 / -18.8 eV
* spin multiplicity: 5
* total charge: +4



| no. | E_tot (eV) |
| --- | --- |
| 1 | -151307.52471 |
| 2 | -132208.29764 |
| 3 | -207329.94835 |
| 4 | -113613.72122 |
| 5 | -72883.53218 |